Density functional theory data (ωB97M-V/def2-TZVPD) for one molecule with the formula C7H14.

Calculated values
SMILES string: C[C@@H]1[C@H](C)C1(C)C
Gap between HOMO and LUMO, eV: 10.492
HOMO energy, eV: -9.44
Molar mass, g/mol: 98.2
E_LUMO, Eh: 0.0387
Energy, Ha: -275.08695
Relative energy (zero: lowest compared OMol25 entry of this formula, charge and spin), kJ/mol: 76.93

Element x y z (Å)
C: -1.714 -1.175 -0.432
C: -0.571 -0.308 -0.902
C: -0.239 1.062 -0.349
C: -1.011 1.631 0.832
C: 0.720 -0.091 -0.151
C: 0.946 -0.548 1.278
C: 1.972 -0.242 -0.995
H: -1.584 -2.192 -0.819
H: -2.673 -0.797 -0.803
H: -1.779 -1.247 0.658
H: -0.420 -0.383 -1.980
H: 0.055 1.810 -1.085
H: -1.586 2.515 0.537
H: -0.346 1.929 1.651
H: -1.729 0.912 1.243
H: 1.546 0.211 1.797
H: 1.503 -1.492 1.322
H: 0.020 -0.674 1.846
H: 1.843 0.150 -2.010
H: 2.849 0.242 -0.549
H: 2.197 -1.313 -1.086


Density functional theory data (ωB97M-V/def2-TZVPD) for one molecule with the formula C7H14.

Calculated values
Gap between HOMO and LUMO, eV: 8.453
HOMO energy, eV: -8.12
Molar mass, g/mol: 98.2
E_LUMO, Eh: 0.0122
Energy, Ha: -274.98392
Relative energy (zero: lowest compared OMol25 entry of this formula, charge and spin), kJ/mol: 347.43

Element x y z (Å)
C: -1.761 0.711 1.242
C: -0.392 0.928 0.599
C: 0.613 -0.150 1.070
C: 1.915 0.010 0.376
C: 2.435 -1.243 -0.217
C: -0.457 0.963 -0.937
C: -1.060 -0.278 -1.592
H: -2.156 -0.284 1.007
H: -1.706 0.794 2.333
H: -2.488 1.450 0.882
H: 0.004 1.899 0.921
H: 0.844 0.055 2.130
H: 0.153 -1.156 1.024
H: 0.574 1.107 -1.292
H: 1.820 -2.156 -0.138
H: 2.666 -1.042 -1.273
H: 3.423 -1.420 0.231
H: -1.016 1.853 -1.258
H: -2.138 -0.344 -1.413
H: -0.609 -1.202 -1.210
H: -0.905 -0.264 -2.675


Density functional theory data (ωB97M-V/def2-TZVPD) for a 2-piece molecular cluster, C7H14 overall.

Calculated values
Gap between HOMO and LUMO, eV: 8.186
HOMO energy, eV: -7.78
Molar mass, g/mol: 98.2
E_LUMO, Eh: 0.0150
Energy, Ha: -274.95535
Relative energy (zero: lowest compared OMol25 entry of this formula, charge and spin), kJ/mol: 422.43

Element x y z (Å)
C: -1.723 2.398 0.552
C: -0.879 1.318 1.260
C: -1.293 -0.125 0.969
C: -0.844 -0.519 -0.483
C: 0.629 -0.401 -0.626
C: 1.402 -1.501 -0.746
C: 2.792 -1.551 -1.126
H: -1.860 2.206 -0.517
H: -2.687 2.344 1.077
H: -1.207 3.335 0.751
H: -0.869 1.500 2.390
H: 0.179 1.438 1.016
H: -2.376 -0.229 1.137
H: -0.711 -0.694 1.738
H: -1.029 -1.602 -0.575
H: -1.512 0.071 -1.114
H: 1.040 0.513 -1.062
H: 2.740 -0.899 0.391
H: 1.038 -2.517 -0.509
H: 3.252 -0.808 -1.748
H: 3.146 -2.580 -1.089


Max |F|
In order: 0.20; 0.33; 5.04
Unit: eV Å⁻¹